# 1
{"formula": "C12H6NPtS6", "method": "ωB97M-V/def2-TZVPD", "spin_multiplicity": 1, "energy_ha": -3023.8190, "homo_lumo_gap_ha": 0.1833, "charge": 1, "elements": ["S", "H", "C", "C", "C", "S", "C", "S", "N", "H", "C", "C", "Pt", "C", "S", "C", "C", "S", "C", "H", "S", "H", "H", "H", "C", "C"], "coordinates": [[5.267589, -1.103221, -1.144963], [-2.591449, -1.263679, -3.981920], [3.658159, -0.956502, -0.475935], [-3.065613, 2.424374, 2.064514], [3.214357, -1.951479, 0.296683], [2.594470, 0.361856, -0.756161], [-0.983248, -0.991704, -2.511308], [4.275559, -3.320214, 0.546685], [-0.956948, 1.021754, 1.020862], [-0.183964, -1.551025, -2.972486], [5.598376, -2.674353, -0.420495], [-3.201844, 1.775322, 0.843457], [0.606543, -0.087244, 0.044667], [-2.059374, 0.333850, -0.918191], [1.640356, -1.796780, 0.964040], [-2.124635, 1.075246, 0.337070], [-1.863230, 2.363208, 2.751002], [-3.275001, 0.096227, -2.084629], [-0.821709, 1.643618, 2.190821], [-4.131040, 1.813403, 0.291903], [7.001322, -3.445146, -0.607912], [-3.900060, 2.976658, 2.475255], [0.140556, 1.555770, 2.676623], [-1.726395, 2.857472, 3.700961], [-2.225765, -0.855960, -3.052889], [-0.887010, -0.301452, -1.277654]], "forces_ev_per_a": [[-0.26, -0.06, 0.13], [0.01, 0.00, 0.00], [0.38, 0.47, -0.46], [0.02, -0.01, 0.00], [-0.16, -0.61, 0.37], [0.09, 0.05, -0.32], [0.03, -0.01, 0.01], [-0.12, 0.23, -0.11], [-0.05, -0.36, -0.22], [0.00, 0.00, 0.00], [0.16, -0.02, 0.06], [0.02, -0.01, -0.02], [-0.11, 0.36, 0.05], [0.18, -0.04, 0.07], [-0.08, -0.25, 0.23], [-0.05, -0.01, -0.04], [0.02, -0.03, -0.06], [0.03, -0.04, -0.03], [-0.05, 0.08, 0.09], [0.00, 0.00, 0.00], [-0.10, 0.03, -0.02], [0.00, 0.00, 0.00], [0.00, -0.01, 0.01], [0.00, 0.00, 0.00], [-0.05, 0.06, 0.06], [0.09, 0.16, 0.20]]}

# 2
{"formula": "C12H76N3O33PS", "method": "ωB97M-V/def2-TZVPD", "spin_multiplicity": 1, "energy_ha": -3889.5099, "homo_lumo_gap_ha": 0.3157, "elements": ["H", "H", "H", "O", "C", "H", "H", "H", "O", "H", "O", "H", "C", "H", "H", "C", "H", "H", "C", "C", "O", "H", "H", "H", "O", "O", "H", "H", "H", "C", "O", "C", "O", "H", "H", "H", "H", "O", "O", "H", "O", "H", "P", "N", "H", "H", "C", "H", "H", "H", "O", "O", "O", "O", "H", "H", "H", "H", "O", "O", "H", "H", "H", "C", "H", "H", "H", "O", "H", "H", "H", "H", "N", "O", "H", "H", "O", "H", "O", "H", "H", "H", "O", "O", "H", "O", "H", "H", "O", "C", "S", "H", "O", "H", "N", "H", "H", "H", "H", "O", "O", "O", "H", "H", "C", "O", "O", "H", "H", "H", "O", "H", "H", "H", "H", "C", "H", "H", "H", "H", "H", "H", "H", "H", "H", "O"], "coordinates": [[-0.191895, 1.108922, -2.154786], [4.969048, -0.233718, -0.681164], [-6.368118, 4.169540, -0.014752], [-5.532032, 0.659899, 0.037174], [-2.488236, 0.280731, 0.161690], [6.767173, -4.873364, 0.134245], [-4.926798, -2.547675, 1.778325], [-7.464264, 0.958808, -3.280863], [-0.322121, -1.266533, 3.023844], [-5.014695, 2.374014, 1.290573], [-4.081388, -2.904105, 2.074403], [1.877917, -0.401444, 7.387133], [-2.732541, 0.749163, 1.566333], [-6.133515, 1.118790, -0.559347], [-0.344231, 4.051304, -1.626639], [1.001963, 0.345869, 1.210885], [-7.826480, 1.724192, 2.543505], [-5.111633, -5.133541, 4.721882], [4.414534, 0.140706, 2.946043], [-0.682877, 1.434649, -1.244137], [-6.278786, -0.389148, -2.573602], [2.276625, -7.412180, -4.535926], [-2.884735, -0.726308, 0.109026], [-3.069942, 0.838475, -0.559887], [-8.049242, 1.598755, -3.712360], [0.820876, -1.231418, -0.629128], [8.051028, 2.470134, 0.692957], [-7.192079, 1.380336, 1.205550], [7.064883, 6.168342, 0.219256], [-1.078154, 0.169657, -0.423046], [2.746332, -0.512143, 7.794534], [0.053697, -0.502313, 0.379669], [8.291650, 3.398778, 0.777158], [5.890522, 5.744562, 1.082902], [3.355000, -0.088505, 7.184936], [3.424901, -0.573053, -1.389929], [1.552372, -4.068950, -2.007322], [8.091510, -6.841952, -4.053641], [-1.321979, -0.853647, -1.481119], [-10.196598, 0.994374, -0.982319], [-5.103056, 1.083127, -4.714938], [6.668876, 4.013147, 2.303342], [-0.678064, -1.869568, 1.526504], [-2.191497, 1.720512, 2.190689], [2.491502, -4.900836, -2.872709], [7.783346, -7.561636, -4.610148], [4.253441, -2.210055, -0.319537], [8.541132, 2.861729, -2.802299], [0.500857, 1.214690, 1.602325], [-5.730581, -0.271304, -0.118183], [-5.181809, 3.070582, 1.935496], [-6.039940, 4.509880, -0.857971], [5.799116, 3.740729, 2.618870], [6.460080, 0.157646, -2.423619], [-5.022698, -3.716371, 4.148222], [-6.249111, 3.834027, -1.509741], [-7.318237, -3.828860, 2.464890], [8.815743, 3.579774, -0.009130], [5.195735, 1.309664, 1.011492], [7.433384, -5.041617, -1.937697], [-2.026441, 6.617367, -2.342451], [0.060274, -0.718253, 5.352798], [-4.780282, 6.365196, 1.664190], [2.261796, 0.790371, 0.454463], [-1.395914, -1.521645, -5.715527], [6.614374, -4.535505, -1.982866], [5.931689, 0.802376, -2.901775], [6.175583, 6.431753, 0.469138], [1.847669, -6.040339, -5.027290], [-1.498734, 2.172681, 1.593232], [1.363096, -0.244860, 2.039730], [5.217648, -2.393203, 0.131999], [3.388595, -0.121581, 0.698769], [0.135502, 2.342312, -0.557540], [-0.695171, 0.090149, 6.404009], [-9.318328, 0.893576, 0.268652], [-0.267787, -2.912928, -2.178225], [-1.589985, 1.948348, -1.544023], [-8.038381, 1.592592, 1.615730], [-5.886593, 1.608720, -4.921477], [-6.283629, -1.296793, -2.890637], [-3.523379, 5.811835, 1.009184], [-2.209729, 5.756634, -1.951654], [8.214659, 2.949837, -1.901590], [4.467942, 1.026982, 3.566937], [5.822514, -4.817949, 0.319946], [2.073062, 0.890533, -0.602468], [-1.387515, 3.711977, -0.255712], [-3.989464, 5.855631, 1.857055], [4.388627, 0.512590, 1.500467], [-0.014447, -1.543175, -1.922242], [7.864357, -7.116936, -3.157417], [0.642306, -0.846255, -2.985588], [-1.156641, -1.030429, 3.435149], [0.497631, -3.038854, 1.271612], [4.126220, -2.766816, -1.236453], [1.434744, -2.789236, 1.582968], [7.718520, -5.150684, -2.852673], [-8.650056, 1.888488, -3.021733], [0.079822, -0.465548, 6.281825], [2.551943, -6.491704, -4.552200], [-9.695527, 0.369024, -0.453318], [-1.573883, -1.096498, -4.274925], [3.504452, -2.572385, 0.374578], [-0.363619, 3.674629, -0.613104], [2.304716, -4.669987, -1.955759], [-2.065052, -1.226441, -5.092198], [5.283262, -0.481016, 3.124165], [6.996653, 0.693336, -1.827078], [-5.578553, 0.046222, -3.085310], [-5.358301, -4.600379, 3.961088], [-4.352984, 3.562422, 1.988391], [3.530578, -0.420540, 3.210305], [-2.696147, 5.281019, -2.635349], [5.641122, 2.928954, 2.121823], [4.024105, -0.707201, -0.497290], [-3.499847, 0.202352, 2.102148], [-4.261692, -3.849522, 2.135754], [5.619544, -5.644002, 0.766096], [-4.637185, 0.978340, -5.549125], [7.402847, 3.460795, -1.985778], [2.511901, 1.793209, 0.789518], [0.213130, -3.850521, 1.803872], [-8.002654, -2.492970, 2.140920], [0.252637, 4.275334, 0.038031], [-7.151555, -2.886688, 2.358350]], "forces_ev_per_a": [[0.24, -0.03, -0.13], [0.25, 0.33, -0.23], [0.17, 0.00, 0.06], [-0.23, 0.31, 0.38], [0.25, -0.71, 0.22], [0.01, -0.06, -0.09], [-0.18, -0.01, 0.14], [-0.21, -0.36, 0.09], [0.17, 0.21, 0.23], [0.10, -0.12, 0.10], [-0.01, 0.14, -0.13], [-0.10, -0.06, -0.07], [0.43, 0.88, 0.33], [0.08, -0.18, -0.31], [0.08, 0.21, -0.23], [0.73, 0.09, -0.79], [0.00, 0.12, 0.06], [-0.01, -0.05, 0.01], [-0.43, 0.24, 0.06], [0.19, -0.04, 0.03], [0.14, 0.15, 0.19], [0.01, -0.05, 0.11], [-0.14, -0.25, 0.08], [-0.28, 0.34, 0.05], [0.26, 0.25, -0.08], [-0.11, 0.12, 0.04], [-0.04, 0.04, -0.03], [0.17, -0.10, 0.15], [0.07, -0.03, 0.03], [0.06, 0.52, -0.90], [-0.01, -0.01, 0.02], [-0.13, -0.83, 1.09], [-0.03, 0.15, 0.41], [-0.11, -0.06, 0.05], [0.05, 0.04, -0.01], [-0.41, 0.37, 0.04], [-0.09, -0.07, 0.08], [0.04, -0.10, 0.13], [-0.80, 0.40, 0.30], [-0.13, -0.02, 0.02], [-0.11, 0.21, 0.07], [0.15, -0.08, 0.08], [-0.87, -0.33, -0.65], [-0.10, -0.55, -0.42], [0.04, -0.23, 0.05], [-0.02, 0.03, -0.12], [-0.29, 0.59, 0.46], [0.08, -0.05, -0.05], [-0.36, 0.11, 0.19], [0.00, 0.03, -0.16], [-0.23, -0.12, -0.23], [-0.01, -0.07, 0.02], [0.07, 0.26, -0.07], [0.21, 0.07, -0.06], [-0.04, 0.07, -0.09], [-0.08, 0.05, -0.03], [0.08, -0.01, 0.14], [-0.05, -0.11, -0.09], [-0.90, -1.09, 0.89], [0.10, 0.04, -0.08], [0.00, 0.00, 0.05], [0.17, -0.05, -0.07], [-0.13, -0.02, -0.01], [-0.08, 0.23, 0.44], [0.04, -0.03, -0.04], [-0.08, -0.10, 0.03], [-0.09, -0.01, -0.03], [-0.02, -0.03, -0.04], [-0.02, 0.01, -0.05], [0.17, 0.12, -0.01], [-0.05, -0.02, 0.27], [0.26, -0.27, -0.02], [0.45, -0.06, -0.30], [-0.18, 0.11, 0.49], [0.01, 0.08, 0.07], [-0.01, -0.05, 0.15], [-0.22, -0.50, 0.63], [-0.39, -0.11, -0.10], [-0.11, -0.06, -0.21], [-0.06, -0.03, 0.04], [-0.11, -0.02, -0.07], [-0.14, 0.07, 0.15], [-0.05, 0.02, -0.12], [-0.04, -0.07, -0.27], [0.26, 0.20, 0.12], [0.10, 0.03, 0.23], [0.11, -0.11, -0.31], [-0.32, 0.06, 0.09], [0.37, -0.10, -0.25], [0.80, 1.18, -0.90], [1.68, 0.07, -1.08], [-0.01, 0.00, 0.02], [-0.28, 0.25, -0.12], [-0.26, 0.08, 0.13], [0.11, 0.23, 0.73], [0.22, -0.14, -0.23], [0.13, 0.02, -0.32], [0.00, 0.13, -0.03], [-0.06, -0.01, 0.00], [-0.04, -0.02, -0.02], [-0.01, 0.14, -0.10], [0.17, 0.09, -0.07], [0.06, 0.03, 0.00], [-0.18, -0.28, 0.09], [0.12, -0.41, 0.07], [0.01, 0.15, -0.08], [-0.10, 0.07, -0.01], [0.26, -0.10, 0.06], [0.03, 0.02, -0.03], [0.08, -0.12, -0.22], [-0.02, -0.15, 0.06], [-0.12, 0.20, 0.13], [-0.18, -0.20, 0.04], [-0.03, 0.05, 0.12], [-0.10, -0.20, -0.15], [-0.09, -0.83, -0.31], [-0.18, -0.16, 0.06], [0.07, -0.04, 0.07], [-0.09, -0.05, -0.02], [0.13, -0.14, 0.04], [-0.06, 0.06, 0.12], [0.07, 0.23, 0.06], [0.05, -0.34, -0.18], [0.01, -0.01, -0.03], [0.23, 0.21, 0.06], [0.01, 0.15, -0.16]]}